No. 1
110
Properties=species:S:1:pos:R:3:forces:R:3:mulliken_charge:R:1 method="wB97M-V/def2-TZVPD" energy_ev=-68919.1444 largest_force_ev_per_a=3.62 e_above_lowest_kj_mol=566.0 smiles=OCCO.OCCO.OCCO.OCCO.OCCO.OCCO.OCCO.OCCO.OCCO.OCCO.OCCO orbital_gap_ev=9.89
O -22.6041 -27.8619 9.5411 0.585 -0.114 -0.581 -0.528
O -17.3639 -19.7423 14.7977 0.621 -0.678 0.622 -0.529
O -24.8495 -29.0110 24.6134 -0.002 0.130 0.291 -0.494
O -18.5611 -30.6450 16.4427 -0.116 -0.075 -1.623 -0.530
O -23.0614 -27.3924 12.3101 0.358 0.133 0.756 -0.539
O -25.6823 -20.4654 20.6780 -0.039 0.883 0.883 -0.496
O -28.2435 -22.2910 20.6184 -0.315 -0.507 2.069 -0.523
O -19.4226 -21.7921 15.4480 -1.915 -0.482 2.096 -0.513
O -17.1802 -20.5028 25.4964 -0.961 0.253 -0.832 -0.516
O -23.4660 -26.5811 17.3519 1.012 0.579 -0.062 -0.482
O -27.0336 -22.6448 25.1858 1.063 -0.105 0.513 -0.545
O -17.5040 -21.5102 22.6516 0.009 0.813 -0.234 -0.498
O -19.0684 -32.7696 14.6398 -1.112 -2.492 1.001 -0.524
O -29.4184 -29.7526 20.8198 -0.282 -1.515 3.004 -0.510
O -18.8858 -29.0195 25.8585 -0.025 -0.983 -0.886 -0.527
O -28.2660 -22.9383 13.8791 -0.103 -0.619 -0.294 -0.526
O -22.8719 -23.8102 18.3637 -0.734 -0.499 0.190 -0.471
O -20.7473 -26.6942 25.0300 0.664 -0.356 0.656 -0.505
O -26.6418 -28.9286 19.8714 0.076 -0.050 0.574 -0.522
O -26.0550 -21.1995 13.0470 -0.307 -0.307 -0.533 -0.541
O -25.9869 -30.5321 27.6969 -0.395 0.115 0.127 -0.531
O -25.7073 -22.0585 27.4269 0.797 -1.132 1.290 -0.521
C -27.8743 -28.2069 19.8737 0.579 -0.087 -0.561 -0.386
C -18.5845 -21.0305 23.4597 0.911 -2.031 1.137 -0.272
C -25.9973 -22.1995 14.0432 0.159 -0.399 1.806 -0.453
C -22.1898 -26.1237 17.8291 -0.091 0.525 1.653 -0.262
C -18.2221 -21.3635 24.9447 0.481 1.129 0.320 -0.489
C -22.3718 -25.0378 18.9378 0.219 0.389 -1.564 -0.477
C -21.6090 -27.3209 10.3976 -0.585 0.816 0.984 -0.360
C -26.9370 -23.4088 13.7699 1.251 2.347 0.146 -0.319
C -25.1159 -29.9834 26.7266 1.247 -1.112 0.991 -0.492
C -27.6837 -21.3429 19.7737 -1.240 0.688 -1.429 -0.415
C -25.8369 -29.4578 25.5477 0.128 0.324 -0.749 -0.116
C -19.2996 -21.2451 14.1921 2.704 0.768 -0.440 -0.273
C -27.0396 -20.1124 20.3959 0.656 -1.684 -0.189 -0.228
C -18.4627 -27.8954 25.1080 -1.208 1.775 1.847 -0.300
C -25.6672 -23.0936 25.3589 0.347 -1.770 -0.418 -0.325
C -18.6533 -19.8562 14.2514 -0.061 0.536 -0.751 -0.430
C -25.3610 -23.3516 26.8876 -1.138 1.760 -2.958 -0.367
C -18.5773 -31.5910 14.1302 0.435 -0.383 0.205 -0.262
C -19.0905 -30.5302 15.0837 0.607 1.288 0.346 -0.454
C -29.0322 -29.1454 19.6812 -0.472 1.117 -2.064 -0.336
C -22.3629 -26.4948 11.4498 0.263 -0.923 -0.475 -0.263
C -19.5993 -27.1832 24.3365 0.058 -0.843 -1.258 -0.434
H -19.4040 -21.7069 23.2169 -0.642 0.270 0.215 0.255
H -19.9357 -27.9132 23.6002 -0.135 -0.077 -0.260 0.286
H -24.4575 -30.8001 26.4304 0.001 -0.064 -0.220 0.272
H -24.9699 -22.4928 14.2588 0.282 -0.475 -0.537 0.378
H -18.7829 -29.5663 14.6784 0.152 0.195 0.343 0.314
H -27.0859 -19.2580 19.7207 0.064 -0.099 -0.341 0.250
H -23.0394 -25.3917 19.7234 -0.007 0.279 -0.069 0.298
H -27.2384 -22.7649 24.2556 -0.127 0.092 -0.057 0.279
H -26.2380 -29.8093 28.2766 -0.211 -0.108 0.135 0.312
H -24.4565 -29.2732 27.2255 -0.004 0.491 -0.328 0.299
H -27.8394 -27.4644 19.0766 -0.274 -0.026 -0.186 0.328
H -25.5283 -23.9944 24.7611 -0.365 -0.852 0.315 0.313
H -17.4945 -31.7126 14.1596 0.399 0.962 0.040 0.238
H -27.6058 -19.8122 21.2776 0.398 -0.212 0.383 0.295
H -26.7823 -24.1833 14.5211 0.039 0.010 -0.235 0.318
H -17.2246 -22.2954 23.1279 0.335 -0.099 -0.303 0.301
H -17.3817 -19.7349 15.7576 -0.171 -0.042 0.091 0.298
H -18.8516 -33.4816 14.0334 -0.048 -0.189 0.195 0.295
H -22.8739 -28.7334 9.8402 0.238 -0.036 0.081 0.315
H -19.2292 -26.3353 23.7602 0.424 0.012 0.162 0.305
H -25.9566 -24.2153 27.1831 -0.376 0.308 0.542 0.225
H -17.7761 -22.3493 25.0769 -0.438 -0.569 -0.756 0.309
H -21.4554 -27.3351 24.9332 -0.052 -0.034 0.050 0.293
H -19.6747 -28.7788 26.3497 -0.044 0.170 0.049 0.293
H -28.8673 -22.8371 20.1344 0.076 0.123 -0.064 0.305
H -23.3376 -26.7877 16.4232 -0.226 -0.095 -0.126 0.278
H -18.6159 -22.1128 15.8580 0.235 0.215 -0.620 0.293
H -25.2383 -28.8808 23.7454 -0.177 -0.039 0.021 0.283
H -30.1732 -30.3129 20.6253 0.037 -0.055 0.174 0.316
H -17.5934 -28.1057 24.4850 -0.352 -0.328 -0.097 0.337
H -21.6197 -25.9124 11.9943 -0.345 0.003 0.504 0.304
H -21.5008 -25.6700 17.1167 -0.469 -0.027 -0.747 0.281
H -20.9735 -28.0454 10.9069 -0.392 -0.518 0.109 0.201
H -27.0059 -21.9316 19.1556 0.510 0.710 -0.596 0.245
H -26.0958 -28.6847 19.1205 -0.154 0.157 0.005 0.294
H -18.5893 -21.9050 13.6940 -0.220 0.089 -1.009 0.266
H -29.9069 -28.5759 19.3672 0.054 0.540 -0.771 0.303
H -18.8888 -31.5012 16.7278 0.079 -0.226 0.283 0.321
H -23.1137 -25.8534 10.9882 0.370 0.307 -0.277 0.244
H -28.3148 -22.1441 13.3420 -0.108 0.167 -0.138 0.324
H -20.8591 -26.6933 9.9161 -0.497 0.149 -0.872 0.333
H -23.8293 -27.7490 11.8577 0.007 0.193 -0.195 0.292
H -26.2831 -21.7394 14.9891 -0.469 -0.068 0.258 0.268
H -21.6306 -26.9626 18.2435 -0.025 -0.201 0.218 0.283
H -21.4113 -24.6870 19.3153 0.291 -1.072 0.554 0.291
H -22.1512 -23.4538 17.8391 -0.020 0.136 -0.086 0.261
H -26.4790 -28.6494 25.8975 -0.290 0.194 -0.341 0.209
H -18.8880 -20.0102 23.2250 0.524 -0.008 0.200 0.318
H -25.4046 -21.1485 20.0633 -0.073 0.047 -0.057 0.293
H -19.1383 -21.3711 25.5352 -0.064 0.373 0.230 0.295
H -25.7366 -20.3917 13.4566 -0.045 0.084 -0.163 0.321
H -20.2332 -21.1166 13.6444 -0.201 -0.517 0.362 0.287
H -28.5026 -20.9440 19.1750 0.000 0.001 -0.631 0.278
H -26.4204 -30.2698 25.1139 -0.268 0.087 0.042 0.257
H -19.3196 -19.1498 14.7465 -0.253 0.053 -0.026 0.300
H -18.1662 -27.2118 25.9035 0.627 0.653 -0.270 0.250
H -26.5979 -23.6899 12.7728 -0.683 -0.749 -0.286 0.229
H -20.1712 -30.4686 15.2113 -0.152 -0.484 -0.618 0.286
H -17.0315 -20.7203 26.4196 -0.166 -0.140 0.019 0.300
H -26.6506 -21.9355 27.2973 -0.118 -0.060 -0.182 0.334
H -18.8643 -31.6219 13.0791 -0.252 1.414 -0.174 0.316
H -28.8140 -29.8996 18.9250 0.348 0.167 -0.439 0.269
H -28.0045 -27.6353 20.7926 0.138 -0.212 0.287 0.243
H -24.3159 -23.6245 27.0339 0.001 0.573 0.146 0.300
H -24.9255 -22.5104 24.8130 -0.087 1.198 0.759 0.304
H -18.4336 -19.5170 13.2391 -0.753 0.036 -0.301 0.300

=====

No. 2
47
Properties=species:S:1:pos:R:3:forces:R:3:mulliken_charge:R:1 method="wB97M-V/def2-TZVPD" energy_ev=-55676.4398 largest_force_ev_per_a=3.21 e_above_lowest_kj_mol=123.7 orbital_gap_ev="5.37 / 5.37"
Zr 0.4678 -0.5031 -0.2024 -2.801 -1.012 1.199 -0.117
Cl 0.3664 -2.8707 -0.5905 0.142 -0.363 -0.050 -0.503
Cl 1.4677 1.4312 0.9155 0.013 0.290 0.336 -0.509
P -0.3444 -1.0278 2.3768 -0.928 -0.353 1.982 1.225
O -0.8875 -2.4419 2.9978 0.021 0.995 -0.489 -0.431
O -1.5877 -0.0772 2.8627 0.520 0.114 -0.090 -0.326
O 0.9251 -0.7120 3.3341 -0.409 0.572 0.060 -0.447
C 1.3056 0.1145 -2.3373 2.203 0.371 -0.912 -0.288
C 2.3231 -0.4344 -1.5328 0.609 1.024 -2.334 -0.468
C 1.1625 0.5415 4.0722 -0.258 -0.458 -0.672 -0.041
C 0.6626 0.3668 5.4748 -0.118 0.034 0.333 -1.074
C -1.8302 0.7990 -2.2691 -1.221 -0.521 -0.589 -0.875
C -1.8734 -2.5556 4.0755 0.179 0.507 -0.136 0.151
C -0.4679 -0.0545 -4.2575 -0.179 -0.220 0.071 -0.814
C 0.7915 -0.6019 -3.5633 -0.528 -0.243 -0.097 -0.530
C -1.3057 0.2770 -0.9818 0.729 -0.232 0.390 0.169
C -1.7762 -0.1823 -3.4604 0.335 0.349 -0.406 -0.535
C -1.8501 1.3453 2.6798 0.258 -0.211 -0.126 -0.097
C -1.4903 -3.6983 4.9734 0.286 -0.298 0.091 -1.260
C -3.3395 1.5577 2.5396 -0.069 -0.018 -0.071 -1.459
H -0.4257 0.2405 5.4709 0.155 -0.080 0.051 0.163
H -2.8953 1.1069 -2.1799 0.576 0.014 0.124 0.384
H -2.2578 -3.8593 5.7354 -0.007 0.084 -0.091 0.387
H -1.2634 1.7039 -2.5544 -0.165 -0.133 0.114 0.231
H -3.7001 1.2043 1.5681 0.024 0.013 0.183 0.298
H -2.0858 0.3589 -0.2002 0.607 0.822 0.431 0.115
H -1.9112 -1.2141 -3.1080 -0.011 0.218 -0.081 0.326
H -0.5487 -3.4811 5.4879 -0.092 -0.096 -0.123 0.281
H -1.4841 1.8843 3.5639 0.028 -0.254 -0.132 0.330
H -0.3154 1.0008 -4.5395 -0.023 -0.234 0.114 0.320
H 3.0777 0.2013 -1.0531 -0.658 -0.108 0.161 0.318
H 1.0688 1.1859 -2.3077 0.341 -0.268 0.222 0.410
H 0.6680 1.3778 3.5604 0.158 -0.320 0.095 0.135
H -1.3223 1.7366 1.7954 -0.056 -0.245 0.271 0.343
H -1.9082 -1.6180 4.6488 -0.015 -0.258 -0.255 0.148
H -2.8573 -2.7211 3.6206 0.257 0.104 -0.038 0.287
H -3.5132 2.6336 2.6063 -0.142 -0.019 -0.077 0.401
H 0.8888 1.2553 6.0662 0.037 0.023 0.034 0.400
H 0.6469 -1.6644 -3.3352 0.029 -0.005 -0.027 0.242
H -1.3809 -4.6261 4.4042 0.030 0.134 0.071 0.300
H 2.2367 0.7197 4.0095 -0.095 -0.121 0.041 0.384
H -3.9144 1.0696 3.3370 0.252 0.062 -0.158 0.333
H 1.1320 -0.4979 5.9548 -0.125 0.120 -0.086 0.310
H -0.6072 -0.6051 -5.1991 0.250 0.081 0.152 0.362
H 1.6089 -0.5605 -4.3061 -0.072 -0.025 0.350 0.326
H 2.6400 -1.4723 -1.6996 -0.341 0.353 -0.024 0.342
H -2.6095 0.0612 -4.1422 0.272 -0.187 0.186 0.354

=====

No. 3
18
Properties=species:S:1:pos:R:3:forces:R:3:mulliken_charge:R:1 method="wB97M-V/def2-TZVPD" energy_ev=-9357.5741 largest_force_ev_per_a=5.32 e_above_lowest_kj_mol=662.2 smiles=C1N[C@H]2CN[C@@H]3[C@H]1[C@@H]32 orbital_gap_ev=9.30
N 1.0034 -1.0040 -1.3395 -3.187 -0.201 1.833 -0.302
N -1.4452 1.1166 0.1165 -0.650 3.773 -1.792 -0.525
C -0.3402 0.5325 -0.5631 2.130 -0.518 -1.413 -0.413
C -1.5512 0.1296 1.1843 -1.145 1.282 2.708 -0.536
C 0.5790 0.2745 -1.8544 -1.616 1.851 0.123 -0.531
C 0.7025 0.2522 0.5416 2.319 3.531 2.050 -0.016
C 1.0197 -1.1111 0.1763 1.177 0.181 -1.861 -0.327
C -0.1906 -0.6238 1.1813 0.062 -2.078 4.898 -0.432
H 1.3748 1.0469 -1.9888 -0.381 -0.552 0.079 0.302
H 1.2593 1.0606 1.2474 -1.083 -1.601 -2.302 0.337
H -2.5397 -0.4311 1.2553 1.311 0.530 -0.573 0.274
H 1.7392 -1.4184 -1.7409 3.206 -1.790 -1.741 0.218
H 1.8772 -1.8150 0.4517 -1.572 1.233 0.319 0.279
H -0.7715 -0.4594 -0.6484 -0.230 -0.066 -0.559 0.443
H 0.1323 -0.7684 2.2888 -0.564 -0.699 -1.787 0.321
H -1.2800 2.1740 0.3460 -0.468 -2.939 0.177 0.302
H -1.5058 0.8188 2.1257 -0.143 -1.697 -0.972 0.306
H -0.0632 0.2254 -2.7800 0.834 -0.240 0.812 0.299

=====

No. 4
84
Properties=species:S:1:pos:R:3:forces:R:3:mulliken_charge:R:1 method="wB97M-V/def2-TZVPD" energy_ev=-70093.7034 total_charge=+2 largest_force_ev_per_a=1.86 orbital_gap_ev="5.15 / 5.21"
Pd -0.5404 0.6184 0.5324 0.979 -0.442 0.615 0.832
S 4.9431 -3.0393 -3.7822 -0.142 0.023 -0.170 1.278
F 1.3537 1.4459 2.1933 0.203 -0.195 0.231 -0.268
F 1.9019 -0.4847 1.3222 0.092 -0.354 -0.015 -0.254
O 4.2353 3.0052 -1.0377 -0.032 -0.154 -0.001 -0.596
O 3.6067 -3.5552 -3.9984 0.102 0.019 0.017 -0.641
O 5.6685 -2.4814 -4.8919 -0.022 -0.047 0.180 -0.659
O 5.3768 1.3092 -1.7533 -0.165 0.002 -0.024 -0.571
N -1.2994 2.8386 -0.4642 0.053 -0.104 -0.497 1.615
N 1.0513 0.3791 -1.2236 0.282 0.440 0.796 0.851
N -1.9001 1.6429 1.9786 0.646 -0.373 -0.008 1.443
N -1.9110 -0.8742 -0.5965 -0.535 -0.269 -0.461 1.638
N 2.9382 -0.0190 -2.3149 0.205 -0.114 -0.052 0.253
N 4.3391 1.8716 -1.4574 0.114 0.085 -0.023 0.979
N -1.8239 -0.9564 2.9115 -0.545 -0.358 0.613 0.985
C 1.9612 1.3624 -0.9160 -0.129 0.068 -0.091 -1.258
C -3.7601 -1.4240 -2.0161 -0.083 0.031 -0.005 -1.174
C -3.4152 4.0517 -0.3182 -0.286 0.032 -0.030 -0.375
C 3.8933 -0.6507 -3.2413 0.078 -0.096 0.199 -1.863
C -1.8100 1.4177 3.3007 -0.144 0.327 0.119 -0.082
C -0.2525 3.8418 -0.1269 -0.047 -0.022 0.088 -1.545
C -2.4959 3.1636 0.2036 -0.001 -0.098 0.355 -0.370
C 0.9071 0.1722 1.9184 -0.458 1.574 -0.875 -0.046
C 5.9384 -4.2773 -2.9770 -0.201 0.039 0.076 -0.565
C -3.8810 3.0169 2.2387 0.198 -0.111 -0.097 -0.322
C -1.3419 -2.2743 3.3312 -0.009 -0.077 -0.058 -1.264
C -3.0495 -0.5443 -1.2199 0.096 -0.111 0.073 -0.739
C -1.4649 -2.1282 -0.7395 -0.181 0.135 0.032 -0.871
C -4.7620 3.9126 1.7024 -0.040 0.105 -0.041 -1.030
C -2.7138 2.6243 1.5127 -0.143 0.229 -0.067 -0.554
C 1.6815 -0.4433 -2.0667 -0.327 -0.226 -0.038 0.416
C -1.4879 2.2890 5.5363 0.023 0.027 0.031 -0.919
C -2.1175 -3.0772 -1.5062 0.029 -0.079 0.035 -1.016
C -1.7697 2.5108 4.2272 -0.086 -0.055 -0.012 -0.403
C -1.2542 0.9685 5.9904 -0.009 -0.230 -0.131 -0.667
C -1.4466 2.7336 -1.9339 0.023 0.262 0.059 -1.149
C 5.1199 -5.2167 -2.0967 0.090 0.045 -0.023 -1.080
C -1.6193 0.0699 3.7863 0.015 0.216 -0.339 -0.104
C -3.1856 -1.0516 2.3360 0.015 0.000 -0.298 -1.218
C -3.2794 -2.7147 -2.1687 -0.025 -0.085 -0.020 -0.397
C 1.0998 -1.6767 -2.6651 0.027 0.037 0.006 -1.084
C 3.1118 1.1281 -1.5766 0.165 -0.032 -0.083 -0.618
C 4.7501 -1.7348 -2.5663 -0.122 0.064 -0.160 -0.544
C -1.3005 -0.1124 5.1344 0.366 0.149 0.379 -0.385
C -4.5256 4.4366 0.4241 0.002 -0.021 -0.001 -0.749
H -0.6362 2.1183 -2.3157 0.057 -0.024 0.003 0.096
H 6.4200 -4.7912 -3.8107 0.019 0.001 0.040 0.438
H -1.4174 3.1224 6.2230 0.058 -0.062 0.000 0.466
H -1.9846 -2.7269 4.0946 -0.002 0.055 -0.030 0.431
H -3.2604 4.4731 -1.3030 0.012 0.004 0.051 0.488
H 5.7308 -6.0713 -1.8075 0.020 0.059 0.028 0.374
H 1.6579 -2.0196 -3.5326 -0.018 -0.007 0.009 0.400
H -5.6456 4.2014 2.2559 0.000 -0.020 -0.053 0.480
H -3.1949 -1.8349 1.5820 0.041 0.057 -0.012 0.479
H -1.1367 -1.1042 5.5299 -0.042 0.024 -0.017 0.525
H -1.8586 3.5197 3.8482 -0.030 -0.024 -0.029 0.594
H 0.0662 -1.4974 -2.9537 0.003 0.012 0.022 0.237
H 4.7785 -4.7227 -1.1848 0.014 -0.007 -0.042 0.283
H 0.6983 -0.2845 2.8871 -0.430 -0.218 -0.191 0.264
H 4.5308 0.1149 -3.6611 0.009 0.124 -0.011 0.354
H -4.6760 -1.1071 -2.4966 0.038 0.011 -0.005 0.457
H -2.3952 2.2667 -2.1860 -0.003 -0.076 0.022 0.488
H -1.3983 3.7102 -2.4248 -0.019 0.009 0.019 0.437
H -3.9044 -1.3128 3.1182 0.091 -0.033 0.062 0.323
H 4.2436 -2.1826 -1.7094 0.037 0.084 0.020 0.385
H -1.3466 -2.9274 2.4609 0.013 0.012 -0.017 0.266
H -0.6339 4.8574 -0.2708 -0.033 -0.019 -0.044 0.299
H -3.8050 -3.4311 -2.7873 0.000 0.025 0.024 0.457
H 5.7293 -1.3512 -2.2856 -0.044 -0.025 0.070 0.598
H 1.7751 2.1578 -0.2226 0.008 -0.003 0.083 1.066
H -0.5489 -2.3709 -0.2160 0.057 0.000 0.018 0.732
H 0.0718 3.7324 0.9071 0.004 -0.060 0.014 0.298
H -3.4132 0.4648 -1.0560 0.024 0.020 -0.037 0.407
H -4.0941 2.5472 3.1893 -0.010 -0.009 -0.015 0.565
H -1.7186 -4.0805 -1.5833 0.001 0.043 -0.011 0.523
H -5.2199 5.1542 0.0043 0.012 -0.029 0.012 0.463
H 4.2522 -5.5858 -2.6389 0.016 -0.005 -0.009 0.314
H 3.3155 -1.0785 -4.0535 -0.070 0.008 -0.051 0.811
H -0.3251 -2.2103 3.7171 -0.035 0.022 -0.044 0.464
H -1.0483 0.7935 7.0402 -0.027 0.034 -0.053 0.467
H 1.1231 -2.4926 -1.9394 0.011 0.023 -0.024 0.137
H 0.5950 3.7096 -0.7916 0.021 -0.062 0.001 0.613
H -3.4902 -0.1189 1.8711 0.024 -0.073 -0.001 0.238
H 6.6940 -3.7156 -2.4235 0.100 -0.133 -0.083 0.373